C2H2N2O2S | ωB97M-V with the def2-TZVPD basis set

Values from the calculation:
Strongest force on any atom: 3.23 eV/Å
Energy relative to the best compared isomer or geometry (same formula, charge and spin): 68.6 kcal per mole
Electronic energy: -20013.3748 eV

The geometry in XYZ format:
```
9
Properties=species:S:1:pos:R:3:nbo_charge:R:1
N 1.388 -0.197 -0.243 -0.160
C 0.370 -0.655 -0.785 -0.024
N 1.493 0.927 0.429 -0.493
O -1.176 1.183 -0.605 -0.507
O -0.280 0.001 1.989 -0.880
C -0.946 -0.015 -0.706 0.368
H -1.812 -0.804 -0.483 0.133
S 0.524 1.190 1.633 1.358
H 0.440 -1.629 -1.228 0.206
```